{
  "formula": "C9H32N6O7",
  "method": "ωB97M-V/def2-TZVPD",
  "smiles": "NC(N)=O.NC(N)=O.NC(N)=O.CCO.CCO.CO.CO",
  "max_force_ha_per_bohr": 0.1383,
  "spin_multiplicity": 1,
  "species": ["C", "O", "H", "H", "H", "H", "C", "O", "H", "H", "H", "H", "C", "O", "N", "N", "H", "H", "H", "H", "C", "O", "N", "N", "H", "H", "H", "H", "C", "O", "N", "N", "H", "H", "H", "H", "C", "C", "O", "H", "H", "H", "H", "H", "H", "C", "C", "O", "H", "H", "H", "H", "H", "H"],
  "coordinates": [[-0.0890, 0.6162, -0.7575], [0.9951, 1.5184, -0.9231], [-0.7538, 0.8315, 0.0790], [-0.8468, 0.7617, -1.5273], [0.1689, -0.4410, -0.6961], [0.5992, 2.3059, -1.3035], [5.1309, -3.7870, -3.9335], [5.2382, -5.1648, -4.0887], [4.5571, -3.5686, -3.0329], [6.1202, -3.3911, -3.7042], [4.7535, -3.2987, -4.8320], [5.9990, -5.3733, -4.6357], [-1.7849, 8.4868, -2.2424], [-1.2905, 7.3820, -2.1894], [-2.8335, 8.7786, -2.9288], [-1.4703, 9.5398, -1.5658], [-3.3343, 7.9384, -3.1804], [-3.0003, 9.7541, -3.1303], [-0.8374, 9.3136, -0.8119], [-1.6763, 10.5245, -1.6564], [-7.3654, 2.0580, -5.3760], [-7.0236, 1.9823, -6.5759], [-7.0739, 1.2212, -4.4601], [-8.3129, 2.9270, -5.0344], [-7.7963, 1.2312, -3.7544], [-6.5623, 0.4110, -4.7796], [-8.7857, 3.4203, -5.7782], [-8.7977, 2.7674, -4.1629], [6.6057, -0.5495, 1.6160], [7.4258, -0.8996, 2.4501], [5.3641, -0.8826, 1.6520], [6.8035, 0.2160, 0.5545], [5.0578, -0.9593, 2.6114], [4.8477, -0.3137, 0.9965], [7.6989, 0.6723, 0.4540], [6.0235, 0.4281, -0.0510], [1.4544, -8.1965, 1.4406], [0.7336, -9.0575, 0.4386], [-0.6426, -8.9399, 0.7905], [1.2783, -8.5342, 2.4619], [0.9469, -7.2321, 1.4637], [2.5106, -8.0998, 1.1892], [1.0789, -10.0910, 0.4109], [1.0584, -8.7189, -0.5453], [-1.0097, -9.6401, 1.3350], [-1.5177, 2.1402, 7.0403], [-0.8006, 1.0449, 7.7774], [-1.8118, 0.2715, 8.3507], [-2.3220, 1.8268, 6.3747], [-0.7760, 2.7313, 6.5030], [-1.9646, 2.8108, 7.7742], [-0.1603, 1.3649, 8.5994], [-0.1481, 0.5307, 7.0717], [-1.6621, -0.6681, 8.2228]],
  "nbo_charge": [-0.26, -0.72, 0.16, 0.16, 0.18, 0.47, -0.24, -0.72, 0.18, 0.16, 0.16, 0.46, 0.75, -0.66, -0.84, -0.84, 0.41, 0.39, 0.40, 0.40, 0.75, -0.69, -0.80, -0.83, 0.38, 0.42, 0.41, 0.37, 0.75, -0.66, -0.81, -0.84, 0.40, 0.36, 0.41, 0.38, -0.62, -0.06, -0.74, 0.20, 0.21, 0.20, 0.16, 0.17, 0.48, -0.62, -0.06, -0.73, 0.22, 0.20, 0.21, 0.16, 0.16, 0.47]
}

{
  "formula": "C9H32O7",
  "method": "ωB97M-V/def2-TZVPD",
  "smiles": "CCO.CCO.CO.CO.CO.CO.CO",
  "max_force_ha_per_bohr": 0.0258,
  "spin_multiplicity": 1,
  "species": ["C", "C", "O", "H", "H", "H", "H", "H", "H", "C", "C", "O", "H", "H", "H", "H", "H", "H", "C", "O", "H", "H", "H", "H", "C", "O", "H", "H", "H", "H", "C", "O", "H", "H", "H", "H", "C", "O", "H", "H", "H", "H", "C", "O", "H", "H", "H", "H"],
  "coordinates": [[15.7518, 18.8904, -16.9594], [17.1214, 18.3505, -16.5948], [17.0844, 17.5066, -15.4510], [15.1393, 18.0864, -17.3615], [15.9143, 19.6903, -17.6864], [15.2780, 19.3306, -16.0809], [17.8284, 19.1821, -16.4525], [17.5263, 17.8232, -17.4637], [16.8222, 18.0910, -14.7213], [14.7423, 14.5057, -14.7892], [14.5814, 13.5290, -13.6240], [15.2019, 14.0604, -12.4535], [14.3050, 14.1527, -15.7352], [15.7711, 14.7614, -15.0335], [14.1649, 15.4101, -14.5818], [15.0303, 12.5676, -13.9028], [13.5326, 13.3903, -13.3628], [16.1638, 14.0128, -12.5966], [16.8623, 18.7477, -12.2729], [16.7350, 19.5795, -13.4125], [16.5390, 17.7321, -12.4971], [17.9061, 18.6836, -11.9375], [16.3092, 19.0947, -11.3935], [17.2278, 20.3921, -13.2871], [20.1166, 16.9516, -14.1357], [19.2768, 15.9123, -14.5893], [20.0838, 17.7759, -14.8574], [19.8188, 17.4196, -13.1897], [21.1604, 16.6756, -13.9988], [18.4644, 16.3812, -14.8454], [19.1843, 13.1322, -12.7542], [17.9840, 13.8258, -13.1300], [19.6966, 13.7323, -11.9946], [18.9885, 12.1778, -12.2697], [19.7790, 13.0210, -13.6581], [18.2297, 14.3929, -13.8754], [20.6449, 17.3772, -9.9755], [20.5599, 18.4401, -10.8957], [20.2348, 16.4473, -10.3955], [21.6774, 17.0808, -9.7706], [20.0716, 17.6046, -9.0810], [21.4075, 18.6957, -11.2569], [20.8668, 19.1762, -18.1088], [22.0292, 18.4380, -18.4058], [20.0052, 18.8991, -18.7228], [20.5593, 19.1205, -17.0631], [21.0108, 20.2428, -18.3191], [21.8429, 17.8615, -19.1480]],
  "nbo_charge": [-0.63, -0.06, -0.76, 0.21, 0.21, 0.21, 0.15, 0.18, 0.50, -0.64, -0.06, -0.75, 0.20, 0.21, 0.20, 0.15, 0.17, 0.50, -0.27, -0.75, 0.19, 0.18, 0.17, 0.48, -0.25, -0.77, 0.16, 0.17, 0.18, 0.50, -0.24, -0.77, 0.16, 0.18, 0.18, 0.50, -0.25, -0.74, 0.17, 0.17, 0.18, 0.48, -0.25, -0.72, 0.16, 0.17, 0.16, 0.47]
}

{
  "formula": "C9H34N10O8",
  "method": "ωB97M-V/def2-TZVPD",
  "smiles": "NC(N)=O.NC(N)=O.NC(N)=O.NC(N)=O.NC(N)=O.CCO.CO.CO",
  "max_force_ha_per_bohr": 0.1775,
  "spin_multiplicity": 1,
  "species": ["C", "C", "O", "H", "H", "H", "H", "H", "H", "C", "O", "N", "N", "H", "H", "H", "H", "C", "O", "N", "N", "H", "H", "H", "H", "C", "O", "N", "N", "H", "H", "H", "H", "C", "O", "N", "N", "H", "H", "H", "H", "C", "O", "N", "N", "H", "H", "H", "H", "C", "O", "H", "H", "H", "H", "C", "O", "H", "H", "H", "H"],
  "coordinates": [[-2.0906, 1.0261, -1.4423], [-1.2936, 0.0391, -2.2683], [0.0574, 0.2191, -1.9273], [-2.3866, 0.6791, -0.4153], [-3.0076, 1.1521, -1.9313], [-1.6106, 1.9611, -1.4213], [-1.4906, 0.2891, -3.3203], [-1.6186, -0.9769, -2.2123], [0.2204, 0.0201, -1.0053], [1.2154, 3.5731, -2.3593], [0.5154, 3.7241, -1.1443], [1.2864, 2.4011, -2.9833], [2.0444, 4.4411, -2.8723], [0.6964, 1.6411, -2.6333], [1.6324, 2.3191, -3.9633], [2.0334, 5.2861, -2.3393], [2.5764, 4.3381, -3.7753], [0.7334, -0.1339, 2.1307], [0.7304, 0.0901, 0.8087], [1.4794, -1.0759, 2.7307], [0.0134, 0.5661, 2.9477], [1.8524, -1.8589, 2.2027], [1.2924, -1.3429, 3.7057], [-0.3006, 1.5001, 2.5457], [-0.1296, 0.3591, 3.9377], [3.8274, -1.4379, -0.1313], [3.8734, -2.1389, 1.1047], [4.6444, -1.7759, -1.1293], [2.9974, -0.4599, -0.5053], [5.4644, -2.3819, -0.8553], [4.8134, -1.2079, -1.9843], [2.3284, -0.0709, 0.1807], [3.0804, 0.1491, -1.3573], [-3.6416, -0.1459, 2.4267], [-4.7396, 0.2391, 1.7347], [-2.4606, 0.3521, 2.2027], [-3.6036, -1.1369, 3.2217], [-2.4316, 1.1571, 1.5897], [-1.5776, 0.0631, 2.6027], [-4.5316, -1.6819, 3.3537], [-2.7646, -1.6569, 3.6587], [1.1874, -3.2269, -1.6293], [0.2164, -4.1199, -1.9913], [1.0664, -2.2179, -0.7683], [2.3784, -3.3769, -2.0633], [0.1364, -1.9699, -0.2903], [1.8554, -1.5509, -0.6013], [2.6314, -4.2369, -2.6333], [3.1404, -2.7399, -1.9073], [-1.7826, 3.4831, 1.5707], [-0.7496, 2.5931, 1.1907], [-2.0976, 4.2021, 0.8407], [-1.4346, 4.0401, 2.4267], [-2.6616, 2.8941, 1.8907], [-0.1306, 3.0981, 0.6107], [-2.3586, -2.8269, 0.5787], [-1.3676, -1.8169, 0.8007], [-3.1036, -2.3849, -0.0393], [-2.9266, -3.0729, 1.5277], [-1.9756, -3.7409, 0.0367], [-1.7506, -1.1299, 1.3417]],
  "nbo_charge": [-0.63, -0.06, -0.77, 0.20, 0.20, 0.22, 0.16, 0.19, 0.52, 0.78, -0.81, -0.84, -0.81, 0.45, 0.38, 0.41, 0.41, 0.80, -0.78, -0.80, -0.86, 0.45, 0.38, 0.47, 0.40, 0.76, -0.73, -0.85, -0.87, 0.43, 0.40, 0.46, 0.42, 0.74, -0.73, -0.87, -0.82, 0.43, 0.40, 0.42, 0.40, 0.76, -0.78, -0.88, -0.82, 0.44, 0.39, 0.41, 0.39, -0.26, -0.77, 0.19, 0.16, 0.17, 0.54, -0.26, -0.77, 0.17, 0.15, 0.23, 0.48]
}

{
  "formula": "C9H36ClN18O13",
  "method": "ωB97M-V/def2-TZVPD",
  "total_charge": -1,
  "max_force_ha_per_bohr": 0.2266,
  "spin_multiplicity": 1,
  "species": ["Cl", "O", "O", "O", "O", "C", "O", "N", "N", "H", "H", "H", "H", "C", "O", "N", "N", "H", "H", "H", "H", "C", "O", "N", "N", "H", "H", "H", "H", "C", "O", "N", "N", "H", "H", "H", "H", "C", "O", "N", "N", "H", "H", "H", "H", "C", "O", "N", "N", "H", "H", "H", "H", "C", "O", "N", "N", "H", "H", "H", "H", "C", "O", "N", "N", "H", "H", "H", "H", "C", "O", "N", "N", "H", "H", "H", "H"],
  "coordinates": [[-1.4681, -0.1389, 0.2398], [-1.2611, 0.1296, -1.1666], [-2.0462, -1.4724, 0.2796], [-0.2382, -0.0994, 0.9648], [-2.3026, 0.7983, 0.8496], [2.8850, 0.6627, -0.9837], [2.9416, -0.5219, -1.3194], [1.8064, 1.3903, -1.0617], [3.9006, 1.3751, -0.4912], [1.7919, 2.3538, -0.7591], [1.0465, 0.7335, -0.9559], [4.5952, 0.7466, -0.1137], [3.7801, 2.2619, -0.0231], [2.0341, -1.7625, 3.8872], [1.3789, -2.7065, 4.0739], [3.3263, -1.7143, 4.0469], [1.6318, -0.6978, 3.2950], [3.7358, -2.4790, 4.5642], [3.7991, -0.8312, 3.9173], [2.3459, -0.0698, 2.9546], [0.6856, -0.6698, 2.9428], [0.7314, 0.3398, -4.7145], [-0.1029, -0.2748, -5.3093], [0.5598, 0.8918, -3.5409], [1.9534, 0.6294, -5.0798], [1.1575, 1.6676, -3.2941], [-0.3720, 0.7515, -3.1774], [2.2788, 0.3490, -5.9939], [2.5166, 1.2628, -4.5306], [2.0920, -3.7469, 0.5339], [2.2154, -4.3490, -0.5056], [2.6977, -4.0789, 1.6220], [1.4119, -2.7652, 0.7700], [3.1525, -4.9753, 1.7206], [2.7207, -3.4297, 2.3954], [1.4453, -2.3482, 1.6893], [0.9002, -2.2167, 0.0937], [0.6592, 3.2737, 2.9489], [0.6289, 4.1087, 3.8711], [-0.4353, 2.9419, 2.2445], [1.5467, 2.5156, 2.5676], [-0.7284, 1.9964, 2.0439], [-1.1330, 3.6627, 2.3616], [1.4320, 1.8576, 1.8100], [2.4200, 2.3992, 3.0614], [-1.2805, -3.4712, -3.3265], [-1.1702, -4.2791, -4.2640], [-2.3093, -2.7993, -3.0684], [-0.4007, -3.2796, -2.4612], [-3.0390, -2.7238, -3.7626], [-2.3060, -2.1731, -2.2760], [0.4609, -3.7425, -2.7133], [-0.5377, -2.4876, -1.8495], [-1.3088, 0.2325, 5.0944], [-1.1612, 1.3854, 4.9945], [-1.3155, -0.5561, 4.0673], [-1.5819, -0.2629, 6.2363], [-1.2111, -0.0255, 3.2143], [-1.5168, -1.5458, 4.0715], [-1.8368, 0.2762, 7.0515], [-1.4392, -1.2625, 6.2613], [-5.2094, -0.3719, -2.9203], [-6.3330, -0.1029, -2.4810], [-4.0905, -0.5951, -2.2399], [-5.0245, -0.0407, -4.1630], [-3.2939, -0.2446, -2.7525], [-4.1923, -0.7160, -1.2424], [-5.8140, 0.4726, -4.5280], [-4.0610, 0.0392, -4.4552], [-0.3355, 4.0493, -1.8949], [-0.1454, 4.5873, -2.9783], [0.1017, 4.3878, -0.7050], [-1.1809, 3.0068, -1.7514], [0.4332, 5.3382, -0.6219], [-0.0592, 3.9290, 0.1803], [-1.2366, 2.4906, -0.8851], [-1.7215, 2.7346, -2.5600]],
  "mulliken_charge": [1.41, -0.04, -0.73, -0.25, -0.74, 0.62, -0.62, -0.01, -0.52, 0.19, -0.18, 0.25, 0.21, 0.30, -0.54, -0.37, -0.02, 0.26, 0.13, 0.02, -0.14, 0.61, -0.68, -0.02, -0.35, 0.15, -0.26, 0.23, 0.16, 0.66, -0.73, -0.28, 0.13, 0.19, 0.13, 0.41, -0.27, 0.47, -0.75, -0.22, 0.03, -0.01, 0.19, -0.04, 0.22, 0.81, -0.80, -0.32, -0.25, 0.12, 0.22, 0.12, 0.05, 0.67, -0.64, -0.30, -0.43, 0.06, 0.17, 0.25, 0.16, 0.66, -0.74, 0.00, -0.41, -0.12, 0.09, 0.24, 0.19, 0.45, -0.72, -0.24, -0.08, 0.20, 0.22, 0.02, 0.17]
}

Number 1: Kohn-Sham gap 0.371 Eh. Number 2: Kohn-Sham gap 0.361 Eh. Number 3: Kohn-Sham gap 0.299 Eh. Number 4: Kohn-Sham gap 0.291 Eh.